# 1
{"formula": "C18H16N15PrSSe4", "method": "ωB97M-V/def2-TZVPD", "max_force_ev_per_a": 5.217, "spin_multiplicity": 3, "total_charge": -2, "lumo_ha": [0.1074, 0.1074], "homo_lumo_gap_ha": [0.1568, 0.1570], "elements": ["Pr", "S", "C", "N", "N", "C", "C", "C", "C", "C", "C", "N", "N", "C", "C", "C", "C", "C", "C", "H", "H", "H", "H", "H", "H", "H", "H", "H", "H", "H", "N", "C", "N", "N", "N", "N", "C", "N", "N", "N", "N", "H", "Se", "Se", "Se", "Se", "N", "C", "C", "N", "C", "H", "H", "H", "H"], "coordinates": [[2.72958, 0.29135, 0.46637], [1.51290, 1.90338, 2.60238], [-0.15046, 1.80385, 2.04650], [-0.91352, 2.71441, 2.67455], [-2.21295, 2.48997, 2.42153], [-2.92720, 2.88852, 1.31237], [-4.32410, 2.64330, 1.32999], [-5.02099, 2.76393, 0.16154], [-4.32470, 3.05946, -1.01511], [-2.98254, 3.35750, -1.03727], [-2.28505, 3.38706, 0.15925], [-0.68567, 0.88661, 1.20374], [0.05862, -0.10220, 0.75727], [-0.77588, -0.92262, -0.04306], [-1.75328, -0.36444, -0.89371], [-2.27360, -1.11200, -1.94847], [-1.87641, -2.44030, -2.12449], [-1.01512, -3.02883, -1.21638], [-0.47681, -2.28246, -0.18484], [-2.77994, 2.21660, 3.22315], [-4.77477, 2.33059, 2.29528], [-6.09854, 2.61685, 0.14174], [-4.87496, 3.10903, -1.95293], [-2.47393, 3.59333, -1.98463], [-1.21849, 3.66220, 0.16805], [-2.04849, 0.66496, -0.73995], [-3.00621, -0.67387, -2.62496], [-2.29835, -3.03520, -2.93716], [-0.78574, -4.09713, -1.25901], [0.22023, -2.74324, 0.52408], [1.28808, -0.21577, -3.22797], [1.09563, 1.01751, -2.63203], [0.30651, 1.90895, -3.27391], [0.34492, 2.99410, -2.47806], [1.13303, 2.77423, -1.41587], [1.61055, 1.49467, -1.48363], [1.99993, -1.26193, -2.67226], [2.09638, -2.43485, -3.30916], [2.72237, -3.24186, -2.43839], [3.01568, -2.55571, -1.32411], [2.58470, -1.26874, -1.44905], [0.83129, -0.35743, -4.11285], [5.15635, -0.38086, 2.53709], [5.49321, -1.24616, 0.43217], [6.26581, 0.62188, -0.82417], [4.81821, 2.41215, -0.61952], [2.47365, -3.76826, 3.00583], [1.77410, -2.99170, 3.92083], [1.56508, -1.79128, 3.28336], [2.16076, -1.81047, 2.03108], [2.68879, -3.02274, 1.89487], [2.74937, -4.72811, 3.10667], [1.37313, -3.40229, 4.85408], [1.04664, -0.91542, 3.62884], [3.24219, -3.41049, 1.04035]], "mulliken_charge": [0.9266, -0.4444, 0.5964, -1.0811, 0.2402, 0.8799, -0.7126, -0.4235, -0.5584, -0.4464, -0.4601, -0.4000, 0.5167, 0.1490, 0.1018, -0.6353, -0.4274, -0.6503, 0.0105, 0.1833, 0.2437, 0.3471, 0.3414, 0.4447, 0.4039, 0.1534, 0.3955, 0.3407, 0.3569, 0.0293, 0.0261, 0.4012, -0.6302, -0.5052, -0.5355, 0.6878, 0.2114, -0.5439, -0.7375, -0.2372, 0.5524, 0.2469, -0.5989, -0.3214, -0.2299, -0.5093, -0.0683, -0.7039, -0.4110, 0.8146, -0.6252, 0.2140, 0.3641, 0.3357, 0.3816]}


# 2
{"formula": "C5H6I2N2O", "method": "ωB97M-V/def2-TZVPD", "max_force_ev_per_a": 3.953, "spin_multiplicity": 1, "total_charge": 0, "lumo_ha": -0.0216, "smiles": "C[C@H]1C(=O)N[C@H](I)N=C1I", "homo_lumo_gap_ha": 0.3363, "elements": ["C", "C", "C", "O", "N", "C", "I", "N", "C", "I", "H", "H", "H", "H", "H", "H"], "coordinates": [[-1.16636, 1.64170, -0.75055], [-0.09581, 0.72306, -0.11877], [-0.75609, -0.20706, 1.01717], [-1.83420, -0.04802, 1.56167], [0.14308, -1.11274, 1.42212], [1.28497, -1.58464, 0.47503], [3.22440, -0.83885, 1.21423], [1.04689, -1.23565, -0.84483], [0.54227, -0.13556, -1.11627], [0.16192, 0.14966, -3.17212], [-1.87154, 1.92728, 0.05937], [-1.78757, 1.27654, -1.60756], [-0.71559, 2.42813, -1.41561], [0.60906, 1.44950, 0.36423], [-0.08844, -1.77702, 2.15961], [1.30301, -2.65634, 0.75230]], "mulliken_charge": [-1.7505, 0.7269, 0.3901, -0.6293, -0.1130, -0.4663, 0.0367, -0.4873, -0.0110, 0.0661, 0.3308, 0.4369, 0.4637, 0.2464, 0.2596, 0.5002]}